Record 1
Here is a structure of composition C23H40B3F7O13 from the Open Molecules 2025 dataset. Energies are from the ωB97M-V functional and the def2-TZVPD basis.

Calculated values
E_LUMO in eV: 0.636
Gap between HOMO and LUMO in Eh: 0.37922

Element x y z (Å)
C (-2.678, -0.793, -0.078)
C (-1.256, -1.165, -0.497)
O (-1.017, -1.768, -1.501)
O (-0.276, -0.725, 0.346)
C (0.748, -1.717, 0.555)
C (1.917, -1.190, 1.441)
B (1.771, 0.327, 1.866)
O (1.874, 0.682, 3.221)
B (1.771, 2.096, 3.246)
O (0.555, 2.611, 2.710)
B (0.567, 2.248, 1.375)
C (-0.635, 2.815, 0.452)
F (-1.682, 1.964, 0.390)
F (-1.110, 3.923, 1.071)
C (-0.247, 3.269, -0.978)
F (0.869, 3.982, -0.923)
F (-1.211, 4.111, -1.403)
C (-0.203, 2.142, -2.037)
F (-1.391, 1.729, -2.411)
F (0.381, 2.663, -3.123)
F (0.518, 1.109, -1.671)
O (1.578, 1.398, 0.946)
H (-2.951, 0.185, -0.493)
H (-3.405, -1.586, -0.334)
H (-2.668, -0.640, 1.015)
H (1.185, -2.058, -0.393)
H (0.263, -2.596, 1.006)
H (1.947, -1.793, 2.358)
H (2.855, -1.315, 0.878)
H (2.640, 2.783, 3.638)
O (5.203, -0.265, -6.369)
C (4.034, -0.361, -6.111)
O (3.518, 0.367, -5.107)
C (2.113, 0.472, -4.842)
C (1.624, -0.672, -3.980)
C (3.150, -1.348, -6.833)
H (1.549, 0.564, -5.772)
H (1.986, 1.409, -4.310)
H (1.757, -1.633, -4.480)
H (0.567, -0.555, -3.737)
H (2.192, -0.715, -3.050)
H (3.259, -2.327, -6.367)
H (3.481, -1.408, -7.868)
H (2.099, -1.071, -6.854)
O (-4.736, -2.231, -1.532)
C (-5.473, -1.433, -2.049)
O (-6.800, -1.576, -1.900)
C (-7.755, -0.592, -2.308)
C (-8.120, -0.745, -3.770)
C (-4.946, -0.335, -2.937)
H (-7.404, 0.413, -2.069)
H (-8.637, -0.767, -1.693)
H (-7.257, -0.594, -4.419)
H (-8.891, -0.026, -4.050)
H (-8.493, -1.751, -3.963)
H (-4.792, -0.735, -3.939)
H (-3.992, 0.000, -2.540)
H (-5.590, 0.540, -2.990)
O (-0.166, -4.568, 0.496)
C (-1.027, -5.018, 1.201)
O (-1.542, -4.247, 2.174)
C (-2.695, -4.601, 2.944)
C (-2.327, -5.472, 4.127)
C (-1.478, -6.451, 1.076)
H (-3.459, -5.056, 2.311)
H (-3.110, -3.659, 3.301)
H (-1.891, -6.420, 3.809)
H (-3.207, -5.685, 4.734)
H (-1.584, -4.971, 4.748)
H (-0.791, -7.088, 1.632)
H (-1.446, -6.726, 0.024)
H (-2.495, -6.628, 1.416)
O (4.065, 4.081, 3.278)
C (4.985, 4.472, 3.945)
O (5.056, 4.113, 5.237)
C (6.193, 4.359, 6.069)
C (6.144, 5.743, 6.681)
C (6.009, 5.429, 3.388)
H (7.120, 4.176, 5.524)
H (6.146, 3.610, 6.859)
H (6.172, 6.522, 5.919)
H (6.986, 5.893, 7.358)
H (5.217, 5.876, 7.240)
H (5.619, 6.444, 3.458)
H (6.170, 5.182, 2.341)
H (6.979, 5.377, 3.877)


Record 2
Here is a structure of composition C27H14BrF5MoN5O3 from the Open Molecules 2025 dataset. Energies are from the ωB97M-V functional and the def2-TZVPD basis.

Calculated values
E_LUMO (spin up / spin down) in eV: -4.763 / -4.600
2S+1: 3
Gap between HOMO and LUMO (spin up / spin down) in Eh: 0.22393 / 0.22991
Net charge: +1

Element x y z (Å)
Mo (-0.266, -0.233, -0.113)
O (-0.309, -0.302, 1.994)
N (-0.889, -1.296, 2.551)
N (-1.348, -2.121, 1.723)
O (-1.193, -1.863, 0.407)
C (-2.072, -3.302, 2.103)
C (-2.536, -4.142, 1.105)
C (-3.237, -5.279, 1.476)
C (-3.459, -5.559, 2.815)
C (-2.979, -4.702, 3.797)
C (-2.278, -3.561, 3.452)
H (-2.354, -3.916, 0.065)
H (-3.607, -5.947, 0.711)
H (-4.006, -6.448, 3.097)
H (-3.151, -4.922, 4.842)
H (-1.899, -2.889, 4.208)
Br (2.764, 5.610, -6.858)
C (1.087, 5.623, -5.992)
C (1.034, 5.526, -4.610)
C (-0.198, 5.516, -3.977)
C (-1.362, 5.617, -4.730)
C (-1.299, 5.773, -6.107)
C (-0.070, 5.748, -6.745)
N (-2.651, 5.681, -4.112)
N (-3.025, 4.817, -3.315)
C (-2.279, 3.627, -3.064)
C (-1.923, 2.738, -4.047)
C (-1.295, 1.512, -3.749)
C (-1.031, 1.179, -2.448)
O (-0.402, 0.060, -2.038)
C (-1.429, 2.065, -1.432)
N (-1.147, 1.657, -0.153)
C (-1.460, 2.450, 0.871)
C (-2.089, 3.675, 0.675)
C (-2.399, 4.092, -0.602)
C (-2.061, 3.287, -1.702)
H (1.947, 5.461, -4.035)
H (-0.249, 5.449, -2.898)
H (-2.214, 5.903, -6.671)
H (-0.009, 5.843, -7.820)
H (-2.115, 2.986, -5.082)
H (-1.003, 0.840, -4.545)
H (-1.211, 2.087, 1.859)
H (-2.333, 4.282, 1.535)
H (-2.907, 5.034, -0.769)
F (1.809, 2.020, -1.138)
C (2.491, 1.043, -0.515)
C (1.796, -0.026, 0.029)
C (2.539, -1.002, 0.673)
F (1.892, -2.062, 1.195)
C (3.912, -0.937, 0.785)
F (4.597, -1.887, 1.407)
C (4.573, 0.150, 0.230)
F (5.889, 0.235, 0.324)
C (3.864, 1.147, -0.425)
F (4.508, 2.183, -0.947)


Record 3
Here is a cluster of 2 separate species, C5H11O2 in total from the Open Molecules 2025 dataset. Energies are from the ωB97M-V functional and the def2-TZVPD basis.

Calculated values
E_LUMO (spin up / spin down) in eV: 6.500 / 6.454
2S+1: 2
Gap between HOMO and LUMO (spin up / spin down) in Eh: 0.10304 / 0.29533
Net charge: -2

Element x y z (Å)
C (-0.398, -0.079, -0.604)
C (-0.824, 1.388, -0.715)
C (-1.535, -1.088, -1.190)
O (-2.217, -0.637, -2.123)
O (-1.522, -2.199, -0.617)
H (0.524, -0.238, -1.171)
H (-0.204, -0.285, 0.437)
H (-1.063, 1.871, 0.231)
H (-1.709, 1.412, -1.361)
H (-0.132, 2.055, -1.254)
C (2.478, 0.338, 1.744)
C (2.929, 1.488, 2.668)
H (1.858, -0.380, 2.277)
H (1.961, 0.693, 0.848)
H (3.355, -0.096, 1.250)
H (3.375, 2.264, 2.016)
H (3.813, 1.213, 3.260)
H (2.158, 1.900, 3.316)


Record 4
Here is an isolated molecule of C20H27N7O2 from the Open Molecules 2025 dataset. Energies are from the ωB97M-V functional and the def2-TZVPD basis.

Calculated values
E_LUMO in eV: -0.049
Gap between HOMO and LUMO in Eh: 0.30573

Element x y z (Å)
C (3.863, 0.299, -1.639)
O (4.296, 0.840, -0.413)
C (5.359, 0.137, 0.203)
C (4.956, -1.190, 0.858)
C (3.926, -0.995, 1.976)
N (2.695, -0.415, 1.479)
C (1.778, -1.207, 0.869)
N (1.917, -2.503, 0.978)
C (1.044, -3.240, 0.262)
N (0.920, -4.540, 0.161)
O (-0.027, -4.740, -0.776)
N (-0.518, -3.593, -1.288)
C (0.116, -2.631, -0.664)
N (-0.040, -1.295, -0.751)
C (0.704, -0.587, 0.068)
N (0.524, 0.754, 0.034)
C (0.687, 1.633, 1.179)
C (-0.611, 2.397, 1.431)
N (-0.907, 3.293, 0.324)
C (-2.291, 3.757, 0.323)
C (-3.325, 2.666, 0.180)
C (-3.890, 2.081, 1.308)
C (-4.771, 1.022, 1.180)
C (-5.096, 0.534, -0.073)
C (-4.559, 1.114, -1.215)
C (-4.894, 0.578, -2.573)
C (-3.681, 2.180, -1.072)
C (-0.413, 2.771, -0.939)
C (-0.391, 1.247, -0.984)
H (3.134, 0.999, -2.043)
H (3.385, -0.679, -1.514)
H (4.698, 0.197, -2.340)
H (6.156, -0.045, -0.531)
H (5.738, 0.823, 0.967)
H (5.852, -1.652, 1.272)
H (4.540, -1.870, 0.114)
H (4.322, -0.320, 2.739)
H (3.681, -1.958, 2.424)
H (2.832, 0.496, 1.060)
H (1.496, 2.350, 0.995)
H (0.924, 1.046, 2.067)
H (-1.414, 1.662, 1.598)
H (-0.506, 3.000, 2.339)
H (-2.442, 4.286, 1.269)
H (-2.386, 4.480, -0.491)
H (-3.650, 2.466, 2.289)
H (-5.205, 0.573, 2.062)
H (-5.777, -0.299, -0.168)
H (-4.244, -0.267, -2.805)
H (-5.923, 0.227, -2.607)
H (-4.753, 1.336, -3.339)
H (-3.272, 2.642, -1.960)
H (-1.022, 3.153, -1.757)
H (0.608, 3.146, -1.086)
H (-0.042, 0.885, -1.955)
H (-1.395, 0.838, -0.827)


For each record above, in turn, the calculated maximum force values are 0.0384 0.0086 0.0459 0.0346 hartree/bohr.